Formula: C5H8F2O4S
Source: OMol25
Level of theory: ωB97M-V/def2-TZVPD

Properties
Energy ... -1094.12941 Eh

The geometry in ORCA input format:
```
! RIJCOSX wB97M-V def2-TZVPD def2/J DEFGRID3
* xyz 0 1
C -0.852 -0.857 -2.407
C -0.037 -1.679 -1.295
C -0.333 -1.021 0.119
F -0.524 -2.088 1.043
C 0.751 0.008 0.608
F 2.102 -0.347 0.510
C 0.294 0.451 2.085
O -0.540 1.650 1.995
S 0.399 2.561 0.938
O 1.560 3.086 1.689
O -0.435 3.564 0.239
O 0.729 1.276 -0.103
H -1.954 -0.781 -2.140
H -0.482 0.195 -2.534
H -0.754 -1.469 -3.357
H -0.523 -2.704 -1.261
H 1.053 -1.780 -1.538
H -1.309 -0.453 0.006
H -0.342 -0.261 2.674
H 1.195 0.650 2.731
*
```

Formula: CH4F2N2
Source: OMol25
Level of theory: ωB97M-V/def2-TZVPD

Properties
Energy relative to the best compared isomer or geometry (same formula, charge and spin) ... 24.1 kcal per mole
SMILES string ... [H]/N=C(\N)F.F

The geometry in ORCA input format:
```
! RIJCOSX wB97M-V def2-TZVPD def2/J DEFGRID3
* xyz 0 1
C -0.174 -0.224 -0.470
N -1.423 0.234 -0.407
N 0.953 0.340 -0.266
F -0.179 -1.507 -0.734
F 1.476 -0.885 1.619
H -1.312 1.227 -0.064
H -2.309 -0.286 -0.509
H 1.938 -0.253 1.046
H 1.030 1.354 -0.214
*
```

Formula: C3H6FNO2
Source: OMol25
Level of theory: ωB97M-V/def2-TZVPD

Properties
Energy relative to the best compared isomer or geometry (same formula, charge and spin) ... 21.9 kcal per mole
SMILES string ... C[C@@](N)(F)C(=O)O

The geometry in ORCA input format:
```
! RIJCOSX wB97M-V def2-TZVPD def2/J DEFGRID3
* xyz 0 1
C 1.479 -0.270 0.181
C -1.035 -0.705 0.790
C 0.018 0.265 0.321
N -0.376 0.886 -1.119
O 2.096 0.298 -0.832
O 2.015 -1.077 0.880
F 0.229 1.425 1.095
H -1.509 -1.150 -0.100
H -1.802 -0.414 1.560
H -0.405 -1.419 1.223
H -0.730 0.084 -1.690
H 1.376 0.739 -1.285
H -1.355 1.338 -1.023
*
```

Formula: C34H30MnN4O4P2
Source: OMol25
Level of theory: ωB97M-V/def2-TZVPD

Properties
Energy relative to the best compared isomer or geometry (same formula, charge and spin) ... 0.0 kcal per mole

The geometry in ORCA input format:
```
! RIJCOSX wB97M-V def2-TZVPD def2/J DEFGRID3
* xyz 0 6
Mn -0.399 -0.163 0.038
C 3.020 -1.064 2.598
N 2.313 0.190 2.239
P 2.746 0.980 0.747
C 3.783 2.375 1.348
C 4.142 3.361 0.433
C 4.948 4.423 0.817
C 5.398 4.515 2.129
C 5.035 3.542 3.051
C 4.228 2.478 2.664
C 4.072 0.005 -0.060
C 3.798 -0.499 -1.328
C 4.769 -1.185 -2.047
C 6.027 -1.370 -1.499
C 6.319 -0.856 -0.240
C 5.351 -0.165 0.470
P 0.577 0.064 2.418
C 0.464 -0.425 4.176
C 1.043 0.380 5.157
C 0.978 0.002 6.486
C 0.327 -1.175 6.847
C -0.255 -1.974 5.876
C -0.181 -1.601 4.538
C -0.058 1.779 2.588
C -1.443 1.814 2.780
C -2.115 3.020 2.878
C -1.410 4.215 2.775
C -0.037 4.189 2.581
C 0.639 2.976 2.487
H 3.024 -1.787 1.781
H 2.543 -1.515 3.465
H 4.048 -0.835 2.874
H 3.792 3.297 -0.593
H 5.220 5.184 0.096
H 6.026 5.343 2.432
H 5.378 3.612 4.076
H 3.923 1.730 3.387
H 2.815 -0.357 -1.759
H 4.532 -1.585 -3.025
H 6.788 -1.908 -2.053
H 7.306 -0.988 0.185
H 5.604 0.257 1.436
H 1.537 1.303 4.873
H 1.426 0.628 7.248
H 0.273 -1.466 7.889
H -0.762 -2.889 6.156
H -0.629 -2.224 3.772
H -2.004 0.886 2.829
H -3.189 3.026 3.013
H -1.934 5.161 2.840
H 0.522 5.113 2.502
H 1.711 2.986 2.346
O -2.322 -0.060 0.501
C -3.270 0.814 0.316
C -4.578 0.505 0.748
C -5.619 1.392 0.613
C -5.413 2.645 0.029
C -4.146 2.967 -0.403
C -3.061 2.089 -0.265
C -1.738 2.509 -0.733
N -0.636 1.781 -0.890
C 0.334 2.613 -1.416
C -0.177 3.853 -1.587
N -1.479 3.775 -1.144
H -4.727 -0.472 1.193
H -6.609 1.113 0.957
H -6.230 3.342 -0.098
H -4.005 3.932 -0.879
H 1.322 2.253 -1.640
H 0.257 4.765 -1.959
H -2.131 4.536 -1.110
O 1.290 -3.072 -1.867
N 0.761 -2.181 -1.251
O 1.164 -1.825 -0.094
O -0.229 -1.530 -1.707
*
```